Molecular formula: C13H26N2O
Method: DFT, wB97M-V/def2-TZVPD

XYZ file:
```
42
Properties=species:S:1:pos:R:3
C -4.928 0.813 -3.352
C -4.540 -0.516 -2.714
C -3.875 -0.354 -1.348
C -2.511 0.337 -1.434
O -1.726 0.191 -0.271
C -2.176 0.934 0.845
C -1.154 0.841 1.975
C 0.183 1.505 1.625
N 0.923 0.760 0.636
C 1.905 -0.111 1.008
N 2.356 -0.072 2.198
C 3.476 -0.884 2.587
C 4.781 -0.532 1.862
C 4.894 -1.151 0.471
C 3.846 -0.640 -0.515
C 2.415 -1.000 -0.107
H -4.048 1.408 -3.581
H -5.471 0.640 -4.279
H -5.568 1.384 -2.683
H -5.438 -1.124 -2.589
H -3.865 -1.057 -3.382
H -3.721 -1.339 -0.903
H -4.538 0.214 -0.692
H -1.919 -0.125 -2.230
H -2.636 1.406 -1.662
H -2.319 1.986 0.551
H -3.143 0.544 1.196
H -1.578 1.324 2.856
H -0.973 -0.208 2.208
H 0.817 1.557 2.511
H 0.003 2.515 1.241
H 0.369 0.499 -0.169
H 3.609 -0.709 3.660
H 3.264 -1.956 2.448
H 4.852 0.555 1.789
H 5.620 -0.885 2.467
H 5.888 -0.934 0.069
H 4.805 -2.238 0.555
H 3.929 0.446 -0.608
H 4.053 -1.076 -1.497
H 1.754 -0.909 -0.972
H 2.387 -2.040 0.232
```

Computed properties:
energy relative to the best compared isomer or geometry (same formula, charge and spin) = 21.0 kcal/mol
HOMO-LUMO gap = 0.331 Ha
electronic energy = -18930.52535 eV
E_LUMO = 0.96 eV
net charge = 0
SMILES string = CCCCOCCCNC1=NCCCCC1
E_HOMO = -0.2960 hartree

These are the Löwdin partial charges, in e, on atoms 1 to 8: C -0.1122; C -0.2676; C -0.1969; C -0.2256; O -0.1719; C -0.2280; C -0.1478; C -0.1955